{"formula": "H33NO15", "method": "the ωB97M-V functional and the def2-TZVPD basis", "symbols": ["N", "H", "H", "H", "H", "H", "O", "H", "H", "O", "H", "H", "O", "H", "H", "O", "H", "H", "O", "H", "H", "O", "H", "H", "O", "H", "H", "O", "H", "H", "O", "H", "H", "O", "H", "H", "O", "H", "H", "O", "H", "H", "O", "H", "H", "O", "H", "H", "O"], "positions_angstrom": [[-0.13797, -1.65409, 0.56798], [-0.69829, -1.27994, -0.20190], [-0.57795, -2.54180, 0.79558], [-0.42151, -1.03391, 1.33058], [2.16243, -1.40406, 3.22484], [1.25973, -0.05823, 3.24564], [2.08622, -0.48989, 3.49878], [1.84451, 1.31312, 0.43936], [2.08827, 2.79590, 0.56568], [1.36122, 2.17355, 0.44557], [-1.87811, -1.19682, 4.19570], [-0.93652, -2.35140, 4.37121], [-1.50441, -1.93947, 3.70910], [0.04156, 1.78256, -1.37405], [1.39473, 1.43818, -1.69687], [0.57536, 1.63481, -2.16472], [-3.22268, 0.48542, -3.09163], [-3.96722, -0.69370, -2.51889], [-3.32594, -0.01579, -2.27389], [-4.30875, 0.36385, 1.11544], [-4.06244, 0.89468, -0.23752], [-3.69351, 0.25450, 0.37752], [3.51243, 1.35980, -0.35566], [4.40737, 2.01342, -1.20697], [3.79381, 2.27778, -0.50358], [1.93208, -0.86689, 0.64611], [2.78668, -0.16997, 1.80529], [2.45045, -0.09260, 0.89406], [-0.46775, 2.05475, 2.91477], [0.09682, 1.86404, 1.40862], [-0.40050, 1.45484, 2.17294], [1.41722, 0.19351, -4.47499], [0.16723, -0.61161, -4.11073], [1.12836, -0.62606, -4.06440], [-3.17941, 0.17443, 2.31478], [-2.55491, 0.66379, 3.58590], [-3.39806, 0.36474, 3.23594], [-2.63936, 2.79123, -0.71509], [-1.77899, 2.01374, 0.17697], [-2.23924, 2.86324, 0.16003], [-1.97651, -1.81953, -2.19671], [-0.71987, -2.68359, -2.13675], [-1.03460, -1.80564, -2.39560], [2.80524, 0.09186, -2.46314], [4.03907, -0.76205, -2.75787], [3.74530, 0.00381, -2.25899], [1.67157, -3.23181, -1.98066], [1.09788, -2.53172, -0.88532], [1.25900, -3.46099, -1.13248]], "e_above_lowest_kcal_mol": 0.0, "orbital_gap_ev": 10.66, "total_charge": 0}